{"formula": "C5H4O2", "method": "the ωB97M-V functional and the def2-TZVPD basis", "elements": ["O", "C", "O", "C", "C", "C", "C", "H", "H", "H", "H"], "coordinates": [[2.0161, -1.9375, -0.7621], [1.8362, -0.8547, -0.4446], [0.2931, -0.9127, 0.8972], [-0.9738, -0.8071, 0.6126], [-1.3690, 0.2526, -0.1486], [-0.2539, 1.1246, -0.3193], [0.9777, 0.7029, 0.0480], [-1.6437, -1.5386, 1.0644], [-2.3942, 0.4847, -0.4029], [-0.3549, 2.1686, -0.6126], [1.8664, 1.3171, 0.0680]], "atomic_forces_ev_per_a": [[-0.258, 1.390, 0.196], [0.267, -1.275, -0.311], [-0.178, 0.031, -0.011], [-0.054, -0.039, 0.037], [0.045, -0.054, 0.033], [0.183, -0.160, 0.076], [-0.152, 0.334, -0.090], [0.017, 0.176, 0.029], [0.187, -0.066, -0.010], [0.094, -0.211, 0.006], [-0.150, -0.126, 0.045]], "homo_lumo_gap_ev": 7.996, "smiles": "O=C=C/C=C\\C=O", "lumo_energy_ha": 0.0045, "charge": 0}


{"formula": "C36H34BF9O2", "method": "the ωB97M-V functional and the def2-TZVPD basis", "elements": ["F", "C", "F", "F", "C", "C", "C", "C", "C", "C", "C", "C", "C", "C", "F", "F", "F", "C", "C", "C", "C", "H", "H", "H", "H", "H", "H", "H", "H", "H", "C", "C", "C", "C", "C", "C", "O", "B", "C", "C", "C", "C", "C", "F", "F", "F", "C", "C", "C", "C", "C", "C", "C", "C", "C", "C", "O", "H", "H", "H", "H", "H", "H", "H", "H", "H", "H", "H", "H", "H", "H", "H", "H", "H", "H", "H", "H", "H", "H", "H", "H", "H"], "coordinates": [[1.7598, -6.4341, 0.1654], [2.7623, -5.9639, -0.6407], [3.8886, -5.8945, 0.1252], [2.9788, -6.9194, -1.6049], [2.4105, -4.6460, -1.2694], [3.3585, -3.6232, -1.3046], [2.9894, -2.3911, -1.8369], [1.7038, -2.1771, -2.3190], [1.3113, -0.7254, -2.6151], [0.6727, -0.4668, -3.9976], [0.2286, -1.4877, -4.8326], [-0.6019, -1.2150, -5.9238], [-0.9654, 0.1013, -6.1804], [-1.8637, 0.4655, -7.3366], [-1.7386, 1.7913, -7.6688], [-1.5632, -0.2602, -8.4572], [-3.1875, 0.2550, -7.0615], [-0.4637, 1.1390, -5.3985], [0.4706, 0.8562, -4.4101], [0.7655, -3.2159, -2.2983], [1.1480, -4.4776, -1.8283], [4.3667, -3.7512, -0.9325], [3.6876, -1.5449, -1.8303], [2.2320, -0.1241, -2.5749], [0.5107, -2.5139, -4.6273], [-0.9601, -2.0328, -6.5428], [-0.8092, 2.1606, -5.5500], [0.9819, 1.6781, -3.8934], [-0.2751, -3.0532, -2.6131], [0.4597, -5.3190, -1.8864], [-2.8533, 3.6795, 2.8368], [-2.2086, 2.4349, 3.4001], [-1.9138, 2.6652, 4.8912], [-2.9635, 1.0596, 3.1247], [-3.9136, 0.5900, 4.2105], [-3.7086, 1.0761, 1.7957], [-1.8960, 0.0836, 3.0330], [-0.7684, 0.8936, 2.9821], [0.6296, 0.3601, 3.3087], [1.7425, 1.2161, 3.3101], [2.9674, 0.7818, 3.8100], [3.0767, -0.5212, 4.2803], [4.3182, -0.9452, 5.0161], [4.0222, -1.4431, 6.2593], [4.9903, -1.9297, 4.3427], [5.1875, 0.0885, 5.2025], [2.0318, -1.4347, 4.1623], [0.8138, -0.9854, 3.6663], [0.3782, -0.3062, -1.5105], [0.8164, -0.5450, -0.0269], [-0.1194, 1.1320, -1.5683], [-1.4201, 1.3670, -2.0197], [-1.8342, 2.6613, -2.3131], [-0.9748, 3.7356, -2.0757], [0.2249, 3.5128, -1.3874], [0.6861, 2.2078, -1.1693], [-0.9534, 2.2481, 2.7239], [-3.7723, 3.9073, 3.3908], [-2.1753, 4.5336, 2.9487], [-3.1073, 3.5825, 1.7767], [-2.8344, 2.9486, 5.4189], [-1.4833, 1.7770, 5.3765], [-1.1872, 3.4832, 4.9921], [-4.6958, 1.3353, 4.4070], [-4.3964, -0.3343, 3.8714], [-3.3834, 0.3833, 5.1473], [-4.5597, 1.7619, 1.8659], [-3.0653, 1.3822, 0.9596], [-4.0898, 0.0706, 1.5809], [1.6565, 2.2347, 2.9360], [3.8127, 1.4667, 3.8663], [2.1475, -2.4679, 4.4867], [-0.0105, -1.6864, 3.5712], [-0.5219, -0.9351, -1.6696], [-0.0863, -0.7192, 0.5968], [1.4734, -1.4187, 0.0780], [1.3018, 0.3365, 0.4178], [-2.0777, 0.5116, -2.2123], [-2.8063, 2.8126, -2.7834], [-1.2568, 4.7430, -2.3862], [0.8417, 4.3584, -1.0879], [1.6597, 2.0398, -0.6902]], "atomic_forces_ev_per_a": [[0.809, 0.299, -0.676], [0.166, -0.720, 0.072], [-0.864, -0.151, -0.628], [-0.133, 0.569, 0.911], [0.450, -0.002, 0.008], [-0.361, 0.275, -0.195], [0.194, -0.155, -0.061], [-0.235, 0.637, 0.074], [1.161, -0.442, -1.145], [0.493, 0.020, 0.168], [-0.544, -0.022, -0.095], [0.345, 0.052, 0.117], [-0.235, 0.300, -0.100], [-0.244, 0.157, -0.409], [-0.244, -1.173, 0.137], [-0.378, 0.573, 0.850], [0.892, 0.120, -0.309], [0.473, -0.042, -0.118], [-0.375, 0.158, 0.449], [0.147, -0.414, 0.053], [-0.203, 0.497, -0.035], [-0.150, -0.169, 0.151], [-0.186, -0.476, -0.019], [-0.117, -0.076, 0.062], [-0.159, 0.119, -0.024], [0.089, 0.196, -0.021], [0.379, -0.230, -0.190], [-0.489, -0.345, -0.039], [0.610, -0.087, 0.067], [0.070, 0.224, 0.230], [-0.536, 0.199, -0.150], [-0.588, 0.216, 0.164], [-0.045, -0.056, 0.044], [-0.644, 0.341, -0.322], [-0.036, 0.092, 0.307], [0.014, 0.025, -0.202], [0.809, 1.515, 0.354], [0.324, -0.338, -0.856], [0.971, -0.510, -0.277], [0.001, -0.226, 0.130], [-0.196, 0.087, -0.057], [0.214, 0.002, 0.319], [0.581, -0.254, 0.210], [0.302, 0.336, -1.026], [-0.365, 0.666, 0.615], [-0.504, -0.844, -0.114], [-0.216, 0.199, -0.077], [0.204, 0.071, 0.087], [-1.798, 0.488, 1.859], [-0.078, -0.334, -0.096], [-0.073, -0.228, 0.070], [0.230, 0.102, -0.122], [0.061, 0.071, -0.163], [-0.086, -0.115, 0.409], [0.221, -0.222, -0.453], [-0.493, 0.301, -0.154], [-0.235, -1.259, 0.655], [0.093, -0.002, -0.129], [-0.064, -0.231, 0.033], [0.147, -0.010, 0.185], [0.254, -0.129, -0.053], [-0.124, 0.171, -0.136], [-0.213, -0.194, -0.085], [0.156, -0.131, -0.068], [0.093, 0.175, 0.142], [-0.119, 0.048, -0.198], [0.087, -0.122, -0.133], [-0.094, -0.013, 0.225], [0.093, 0.182, 0.071], [-0.149, -0.158, 0.187], [-0.218, -0.243, 0.019], [0.051, 0.258, -0.040], [0.008, 0.157, 0.108], [0.301, 0.250, 0.134], [0.454, 0.045, -0.453], [-0.186, 0.247, 0.111], [0.046, -0.429, -0.295], [0.260, 0.352, -0.054], [0.221, 0.071, 0.169], [0.034, -0.258, 0.260], [-0.098, -0.155, -0.110], [-0.434, 0.103, -0.333]], "homo_lumo_gap_ev": 9.360, "lumo_energy_ha": 0.0079, "charge": 0}